# C24H27N3O5

One molecule with the formula C24H27N3O5 (wB97M-V/def2-TZVPD, OMol25).

Results
- Structure (SMILES): Cc1cc(C(=O)COC(=O)CCc2nc3ccccc3c(=O)[nH]2)c(C)n1C[C@@H]1CCCO1
- Frontier orbital gap: 8.89 eV
- Maximum force: 0.84 eV/A
- Molar mass: 437.5 g/mol

ORCA input file:
```
! wB97M-V def2-TZVPD RIJCOSX def2/J DEFGRID3
* xyz 0 1
O -1.84732 3.95989 -0.00710
O -0.78329 1.34102 -1.01958
O -2.49422 2.01194 0.89774
O 5.86356 -1.21222 -1.60552
O -2.14022 -1.80736 -0.16735
N 3.27739 0.82487 0.07281
N -5.54891 0.31622 -0.74020
N -3.24321 0.01937 -0.91955
C 1.91831 0.79391 -2.03718
C -7.05254 -2.71729 0.61207
C 2.09434 0.94218 -0.57359
C -4.08525 3.15922 -0.41149
C 4.48884 -1.98829 0.15795
C -4.67753 -3.04725 0.51562
C 4.59932 -0.99277 -1.00119
C 1.11171 1.23848 0.37269
C -0.28055 1.43064 0.09060
C -4.52425 -1.76666 -0.01759
C -1.15824 1.76509 1.30189
C 4.53301 0.48185 -0.53694
C -4.24461 2.15233 -1.56806
C 5.95140 -2.19495 0.54668
C 6.64192 -2.09709 -0.81317
C -4.37959 0.75075 -1.05025
C -5.93211 -3.51980 0.82583
C 3.08867 1.04508 1.42376
C -2.68582 3.11485 0.16063
C -3.20145 -1.24246 -0.34981
C 4.19980 1.03853 2.41461
C -5.65304 -0.95333 -0.23208
C 1.76835 1.30099 1.63505
C -6.92073 -1.45069 0.09225
H -6.05305 -4.51187 1.23484
H 6.29612 -1.39762 1.20656
H 5.33685 0.66159 0.17698
H 4.94494 1.79767 2.17422
H 1.31473 1.50922 2.58251
H -8.03364 -3.09683 0.85899
H 4.06184 -2.92517 -0.20030
H -4.26030 4.16929 -0.78173
H 3.86631 -1.61238 0.96611
H 3.79295 1.26229 3.39675
H 3.82424 -1.16321 -1.75568
H 6.67321 -3.07849 -1.30482
H -3.79173 -3.64540 0.66954
H 1.56004 -0.20818 -2.27533
H 2.84310 0.97616 -2.57873
H 7.65901 -1.70182 -0.75536
H -0.74882 2.64306 1.81220
H -2.33858 0.45616 -1.12939
H 6.13203 -3.15116 1.03096
H -7.77731 -0.81765 -0.07771
H -3.38853 2.22835 -2.24009
H 4.71406 1.11563 -1.41038
H 1.15453 1.49158 -2.37366
H -4.80780 2.92189 0.36983
H -1.19806 0.91095 1.97970
H 4.69718 0.07035 2.46547
H -5.15706 2.39855 -2.11106
*
```

***

# C24H27N5O2

One molecule with the formula C24H27N5O2 in a non-equilibrium geometry (wB97M-V/def2-TZVPD, OMol25).

Results
- Structure (SMILES): Cc1ccc2[nH]c3c(=O)n(CC(=O)NCCCN(C)Cc4ccccc4)ncc3c2c1
- Frontier orbital gap: 8.54 eV
- Maximum force: 1.05 eV/A
- Molar mass: 417.5 g/mol

ORCA input file:
```
! wB97M-V def2-TZVPD RIJCOSX def2/J DEFGRID3
* xyz 0 1
O 4.13380 -2.20411 -0.98086
O 1.31241 -1.41241 2.40971
N -1.50489 -0.63352 1.79988
N 3.51545 -0.86820 0.74347
N 0.62465 -3.16576 -0.57285
N 1.10132 1.35505 -2.14118
N 1.22029 -2.69749 0.52162
C 0.72270 0.76845 -3.41164
C -4.80525 -0.61104 -0.67365
C 0.52138 4.91306 1.38402
C 2.07523 0.51446 -1.46473
C 3.98369 0.37757 0.18084
C -0.06532 1.63470 -1.31800
C -0.58332 -2.80987 -0.86953
C -1.31208 -1.92817 -0.04214
C -3.81358 0.23566 1.38433
C -0.43200 2.76730 0.89835
C 0.91236 3.87366 -0.74290
C 0.15477 2.77409 -0.35932
C -0.24982 3.82965 1.76664
C 2.60965 -3.09438 0.67187
C 2.81252 1.22454 -0.32981
C -2.67968 -0.51578 1.10358
C -0.68006 -1.47550 1.11976
C -4.85775 0.17396 0.48899
C -2.60293 -1.31316 -0.06492
C 1.09943 4.93321 0.12522
C -3.67604 -1.35473 -0.95160
C -5.98666 -0.62516 -1.59591
C 0.66903 -1.82899 1.44599
C 3.51518 -2.01541 0.04243
H 1.69581 5.78073 -0.18012
H -5.80439 -1.26770 -2.45315
H 1.35845 3.87694 -1.72540
H -5.75212 0.74827 0.68126
H 0.23151 -0.21121 -3.30055
H -1.27029 -0.19254 2.67409
H 3.19285 2.17786 -0.69578
H 0.04390 1.44370 -3.93122
H -0.98652 -3.22883 -1.77741
H -0.88686 1.92239 -1.98386
H -6.87139 -0.98630 -1.07268
H 2.92461 -0.80995 1.56798
H 0.66839 5.73996 2.06309
H -6.20077 0.38109 -1.95413
H 4.65994 0.12751 -0.63963
H -3.61907 -1.96180 -1.84270
H 1.59447 -0.40338 -1.07806
H -0.39872 0.73725 -0.76606
H 4.53439 0.92776 0.94845
H -3.87162 0.84684 2.27222
H -0.70911 3.81144 2.74471
H -1.04076 1.92507 1.19554
H 1.61384 0.63852 -4.02350
H 2.13130 1.42834 0.49832
H 2.82958 -3.20378 1.73580
H 2.81458 0.20324 -2.20664
H 2.74966 -4.03242 0.13590
*
```

***

# C24H27N5OSiTi

C24H27N5OSiTi as an isolated structure in a non-equilibrium geometry (wB97M-V/def2-TZVPD, OMol25).

Results
- Frontier orbital gap: 7.19 eV
- Maximum force: 1.96 eV/A
- Molar mass: 477.5 g/mol

ORCA input file:
```
! wB97M-V def2-TZVPD RIJCOSX def2/J DEFGRID3
* xyz 2 1
Ti 0.29067 -0.07844 0.06917
Si 2.04505 2.17612 -0.86143
O 1.01222 0.92806 -1.12542
N -2.53062 3.28768 0.90678
N -0.30447 -0.96545 1.80743
N 1.73135 -1.48155 -0.33846
N -0.80050 -1.30148 -0.79268
N -1.16611 1.29594 0.56380
C 1.31987 -1.99007 -1.53924
C -0.05577 -0.74490 3.08992
C -2.20152 4.20179 1.98780
C 3.57764 -2.62879 -2.10361
C 1.09496 3.77960 -1.25683
C 1.70276 -3.03789 -3.70097
C -2.03602 -1.87856 3.80482
C -1.42045 -1.68316 1.47043
C 3.96377 -2.15774 -0.87155
C -0.08240 -1.92572 -1.82017
C -0.54388 -2.42934 -3.01757
C 0.35658 -2.97398 -3.95114
C -3.53561 -3.33509 0.73154
C -2.69282 -2.80535 -0.25585
C 3.01218 -1.57722 -0.02402
C -1.66540 -1.94182 0.08087
C 2.21949 -2.56273 -2.47488
C -2.30364 -2.20070 2.45869
C 2.22384 1.92854 1.06513
C -0.90723 -1.16209 4.11832
C -1.81765 2.25402 0.69705
C -3.68412 3.61023 0.08542
C 3.69910 1.92389 -1.76378
C -3.38025 -3.01519 2.05550
H 3.22685 2.14489 1.41821
H -3.52013 4.55303 -0.43931
H -0.66304 -0.92014 5.14052
H -0.03469 -3.35004 -4.88499
H -3.11026 4.44807 2.53622
H 1.99560 0.86760 1.30870
H 4.29401 -3.05164 -2.79074
H -2.71722 -2.20876 4.57482
H 0.86017 -0.20741 3.33172
H 2.38721 -3.44448 -4.42980
H 4.38332 1.25969 -1.24213
H -4.05053 -3.39654 2.80986
H 0.05004 3.54260 -1.44706
H -1.59628 -2.39564 -3.25806
H 1.49348 4.25524 -2.14487
H -4.55911 3.71486 0.73074
H -1.77278 5.12174 1.58641
H 1.15000 4.50874 -0.45667
H -4.33434 -3.99680 0.43719
H -2.85155 -3.07079 -1.28965
H -3.85964 2.82135 -0.64346
H 3.31528 -1.18640 0.94627
H 1.53962 2.56712 1.62386
H -1.48616 3.74348 2.66923
H 3.54887 1.52200 -2.76145
H 4.98778 -2.22756 -0.54111
H 4.20252 2.87719 -1.87953
*
```

***

# C24H27NO3

A 3-piece molecular cluster, C24H27NO3 overall in a non-equilibrium geometry (wB97M-V/def2-TZVPD, OMol25).

Results
- Structure (SMILES): CC(=O)NCCCCC1=CC(=O)C=CC1=O.c1ccccc1.c1ccccc1
- Frontier orbital gap: 7.82 eV
- Maximum force: 4.13 eV/A
- Molar mass: 377.5 g/mol

ORCA input file:
```
! wB97M-V def2-TZVPD RIJCOSX def2/J DEFGRID3
* xyz 0 1
O -1.59412 -3.94434 2.06717
O 6.64171 -0.69134 2.51960
O 0.52206 1.04318 2.69807
N 4.26007 -0.81988 2.79946
C -3.54078 2.69862 0.45019
C -2.57401 5.13062 -0.49238
C -2.88850 -1.12540 -5.32653
C -2.21423 -1.01351 -3.01359
C -2.59753 -1.76043 -4.12406
C 5.59363 -1.37735 2.57688
C -2.22383 3.06516 0.69755
C -3.89454 4.76547 -0.73643
C 3.26834 -1.57942 0.64257
C -2.13305 0.37078 -3.10805
C -1.73816 4.27885 0.22246
C -2.42696 1.00674 -4.30979
C 0.00504 -0.08299 2.45854
C 0.19903 -0.87213 1.07084
C 5.80245 -2.96726 2.43894
C -1.48274 -1.94331 3.46064
C 1.05524 -0.26772 -0.16263
C -0.90676 -0.67550 3.62941
C -4.37603 3.54679 -0.26938
C -1.19763 -2.75967 2.14320
C 2.20201 -1.32024 -0.51938
C 3.65470 -0.29550 1.50780
C -0.40027 -2.16797 0.91865
C -2.79968 0.25882 -5.42042
H 6.88305 -3.24752 2.25126
H -2.66787 -2.84059 -4.05184
H -0.70786 4.56156 0.41036
H -2.15116 -2.37175 4.26321
H -3.91623 1.74922 0.81674
H 1.73690 -2.34176 -0.76804
H 5.18251 -3.40986 1.59665
H 4.28999 -0.07835 3.51025
H -3.02265 0.75446 -6.35883
H -1.57375 2.40470 1.26164
H 0.41741 -0.14766 -1.10953
H 4.23594 -1.91633 0.12013
H -4.54708 5.42965 -1.29226
H 2.94078 -2.40318 1.35461
H -2.19674 6.07874 -0.85995
H -3.18428 -1.70951 -6.19111
H -1.07233 -0.04151 4.55609
H 5.49790 -3.47266 3.42360
H -1.83995 0.95394 -2.24101
H -0.30226 -2.73548 -0.06010
H -5.40307 3.25800 -0.46586
H 2.77998 0.34996 1.82853
H -1.98229 -1.50629 -2.07523
H -2.36524 2.08744 -4.37996
H 4.45320 0.36973 1.03602
H 2.75484 -1.00956 -1.47349
H 1.54484 0.73352 0.07877
*
```

***

Repeat the second record exactly.
# C24H27N5O2

One molecule with the formula C24H27N5O2 in a non-equilibrium geometry (wB97M-V/def2-TZVPD, OMol25).

Results
- Structure (SMILES): Cc1ccc2[nH]c3c(=O)n(CC(=O)NCCCN(C)Cc4ccccc4)ncc3c2c1
- Frontier orbital gap: 8.54 eV
- Maximum force: 1.05 eV/A
- Molar mass: 417.5 g/mol

ORCA input file:
```
! wB97M-V def2-TZVPD RIJCOSX def2/J DEFGRID3
* xyz 0 1
O 4.13380 -2.20411 -0.98086
O 1.31241 -1.41241 2.40971
N -1.50489 -0.63352 1.79988
N 3.51545 -0.86820 0.74347
N 0.62465 -3.16576 -0.57285
N 1.10132 1.35505 -2.14118
N 1.22029 -2.69749 0.52162
C 0.72270 0.76845 -3.41164
C -4.80525 -0.61104 -0.67365
C 0.52138 4.91306 1.38402
C 2.07523 0.51446 -1.46473
C 3.98369 0.37757 0.18084
C -0.06532 1.63470 -1.31800
C -0.58332 -2.80987 -0.86953
C -1.31208 -1.92817 -0.04214
C -3.81358 0.23566 1.38433
C -0.43200 2.76730 0.89835
C 0.91236 3.87366 -0.74290
C 0.15477 2.77409 -0.35932
C -0.24982 3.82965 1.76664
C 2.60965 -3.09438 0.67187
C 2.81252 1.22454 -0.32981
C -2.67968 -0.51578 1.10358
C -0.68006 -1.47550 1.11976
C -4.85775 0.17396 0.48899
C -2.60293 -1.31316 -0.06492
C 1.09943 4.93321 0.12522
C -3.67604 -1.35473 -0.95160
C -5.98666 -0.62516 -1.59591
C 0.66903 -1.82899 1.44599
C 3.51518 -2.01541 0.04243
H 1.69581 5.78073 -0.18012
H -5.80439 -1.26770 -2.45315
H 1.35845 3.87694 -1.72540
H -5.75212 0.74827 0.68126
H 0.23151 -0.21121 -3.30055
H -1.27029 -0.19254 2.67409
H 3.19285 2.17786 -0.69578
H 0.04390 1.44370 -3.93122
H -0.98652 -3.22883 -1.77741
H -0.88686 1.92239 -1.98386
H -6.87139 -0.98630 -1.07268
H 2.92461 -0.80995 1.56798
H 0.66839 5.73996 2.06309
H -6.20077 0.38109 -1.95413
H 4.65994 0.12751 -0.63963
H -3.61907 -1.96180 -1.84270
H 1.59447 -0.40338 -1.07806
H -0.39872 0.73725 -0.76606
H 4.53439 0.92776 0.94845
H -3.87162 0.84684 2.27222
H -0.70911 3.81144 2.74471
H -1.04076 1.92507 1.19554
H 1.61384 0.63852 -4.02350
H 2.13130 1.42834 0.49832
H 2.82958 -3.20378 1.73580
H 2.81458 0.20324 -2.20664
H 2.74966 -4.03242 0.13590
*
```